{
  "formula": "C44H35HfN5O10S5Si",
  "method": "ωB97M-V/def2-TZVPD",
  "multiplicity": 1,
  "relative_energy_ev": 0.0000,
  "gap_ev": 5.6,
  "largest_force_ev_per_a": 0.39,
  "e_homo_ev": -2.1,
  "charge": -2,
  "symbols": ["C", "H", "H", "C", "O", "O", "N", "O", "S", "H", "C", "H", "H", "C", "H", "S", "C", "H", "H", "H", "C", "C", "N", "H", "H", "O", "H", "H", "C", "H", "C", "C", "C", "C", "H", "C", "C", "C", "O", "C", "C", "H", "C", "H", "Si", "C", "C", "H", "H", "H", "O", "C", "H", "H", "H", "C", "H", "C", "O", "H", "H", "C", "C", "H", "C", "S", "H", "H", "H", "H", "S", "N", "C", "C", "C", "Hf", "C", "C", "C", "C", "C", "H", "C", "H", "C", "N", "S", "C", "C", "C", "O", "C", "N", "H", "C", "C", "O", "C", "C", "O", "H"],
  "coordinates": [[-0.20127, -3.91230, -2.25407], [1.14874, -0.24541, -5.75803], [2.42245, -1.04234, 4.07311], [0.73744, -0.08149, -4.76988], [1.34847, -4.88870, -5.90427], [-4.28557, 1.67674, -0.32892], [-1.60967, 2.28216, 0.43542], [1.80981, -0.66659, -0.27331], [-4.12817, -3.53887, 2.21102], [-3.73310, -1.91100, -1.97017], [-2.60445, -2.68682, 2.16131], [0.60664, 0.30616, 3.96333], [-5.01639, 2.29874, 1.50699], [4.36203, 1.19581, 3.51470], [-5.86810, 5.78909, -1.47031], [-2.51128, -1.11610, 1.43238], [-4.23693, 2.87363, -0.93774], [3.02495, -3.63068, 3.47183], [-1.81214, 1.77016, -2.69168], [4.55151, -5.42465, 2.76637], [-3.08982, 3.11678, -1.72207], [3.78757, -2.17169, 2.09264], [-1.41670, -4.60776, -1.82920], [3.03947, -2.28312, -3.53466], [-2.21268, -1.76115, -1.07694], [-2.40455, 4.12489, 2.09505], [-6.20879, 1.48417, 0.44543], [-2.42818, 6.01330, 1.35993], [4.71738, -1.96971, 1.06977], [-3.20936, -0.32119, -1.37226], [-3.98745, 5.26750, -2.35338], [-1.71605, 5.33578, 1.83078], [-2.98296, 4.30855, -2.41893], [4.05193, 2.88773, 1.35355], [5.44485, 4.18815, 2.34794], [5.57402, -2.98347, 0.65977], [-5.21705, 3.85370, -0.83643], [2.13071, -2.74524, -3.17882], [2.96803, -3.49328, -5.66095], [-1.57168, 3.12840, 2.61611], [-0.32060, 1.06295, 2.17606], [5.72046, 2.66857, 4.28697], [-1.22273, 3.12878, 3.94757], [-0.13839, 2.06015, 5.46016], [2.52346, -0.83613, 2.58478], [5.52486, -4.22888, 1.27040], [-0.32805, 0.23315, -2.17964], [-2.23562, 3.07148, 0.36579], [6.27005, -2.80079, -0.15071], [-0.87075, 5.16529, 1.15596], [-2.24448, -1.09730, -3.05435], [0.00934, 1.10678, 3.54413], [-6.08437, 3.68353, -0.21515], [-1.01820, -1.26676, -5.12718], [2.37264, 1.14066, -4.06410], [4.90368, 3.24935, 2.38697], [3.92605, 3.54314, 0.49889], [-5.16599, 1.50224, 0.77373], [-0.06546, -2.55536, -0.31191], [-0.21230, -5.02947, -4.06819], [-1.58968, 3.91257, 4.59989], [2.40319, -1.25387, -1.26289], [-1.12876, 2.11620, 1.75275], [-1.33922, 5.78562, 2.75351], [-2.87354, -1.26993, -1.78262], [-1.94606, -4.86502, 3.47173], [2.69980, 1.41262, 0.59044], [4.49096, 0.53935, 4.36872], [-2.08875, 4.47892, -3.00574], [1.40276, 1.40152, -1.81960], [0.02804, -2.63195, 2.92163], [-2.07306, 2.14276, -1.79212], [0.42283, -2.91461, -1.43638], [-0.41892, 2.09720, 4.41410], [3.75078, -3.43647, 2.68952], [0.17993, -0.90528, 1.01876], [1.64032, -2.35771, -1.95771], [3.49464, 0.81012, 2.48816], [1.45937, -3.69463, -3.94372], [-1.57148, -3.31851, 2.75388], [-1.43819, 1.58208, -0.69488], [4.75889, -1.01227, 0.56398], [0.30265, -4.28470, -3.48331], [-3.89090, 6.19222, -2.90633], [-3.62433, -4.90935, 3.11634], [-0.71185, 0.50366, -0.81214], [-4.64134, -6.15156, 3.56193], [-1.02677, -0.51211, -3.14774], [3.35606, 1.68555, 1.40852], [4.60755, -4.45233, 2.28971], [3.47824, -0.89340, -1.71394], [0.87322, 0.83786, -2.57659], [1.96057, -4.05221, -5.25329], [-4.88927, 0.54754, 1.21367], [-5.09057, 5.03974, -1.54989], [1.41609, 0.69185, -3.83474], [-1.99987, -4.23433, -0.83638], [5.05775, 2.39658, 3.47249], [-0.46226, -0.66043, -4.42339], [-1.78415, -5.56123, -2.50940], [6.18810, -5.02335, 0.94744]],
  "forces_ev_per_a": [[0.06, 0.02, -0.04], [0.01, 0.00, -0.01], [0.09, 0.01, 0.00], [0.00, 0.00, 0.01], [0.05, 0.03, 0.05], [-0.04, -0.01, -0.03], [-0.14, 0.00, 0.04], [0.06, -0.16, 0.08], [0.04, -0.01, 0.04], [0.00, -0.01, 0.00], [-0.02, -0.03, -0.01], [-0.01, 0.01, 0.01], [0.00, 0.01, 0.00], [-0.02, 0.00, 0.00], [-0.01, 0.00, 0.00], [-0.05, 0.03, 0.08], [0.02, 0.05, -0.04], [-0.01, -0.01, 0.01], [-0.04, 0.00, 0.04], [0.00, 0.00, 0.00], [-0.02, -0.06, 0.06], [-0.01, 0.00, -0.03], [-0.08, -0.13, 0.09], [0.00, 0.01, 0.00], [-0.02, 0.00, -0.03], [-0.05, -0.01, 0.07], [0.00, 0.00, 0.00], [0.00, 0.00, -0.01], [-0.01, 0.00, 0.01], [-0.01, 0.03, 0.01], [0.03, -0.01, -0.01], [0.03, 0.02, -0.04], [-0.01, 0.02, -0.02], [-0.03, -0.02, -0.01], [0.00, 0.00, 0.00], [0.01, -0.01, 0.00], [0.01, 0.00, 0.00], [-0.01, -0.01, -0.01], [-0.05, -0.05, 0.04], [0.04, -0.03, -0.05], [-0.01, 0.17, 0.00], [0.00, 0.00, 0.00], [-0.02, 0.00, -0.01], [0.00, -0.01, 0.00], [-0.06, 0.03, 0.03], [0.00, 0.01, 0.00], [0.05, -0.03, 0.03], [0.03, -0.05, 0.01], [0.01, 0.00, -0.01], [0.00, 0.00, 0.00], [0.01, 0.06, -0.01], [0.01, 0.02, -0.02], [-0.01, 0.00, 0.01], [0.00, -0.01, -0.01], [0.01, 0.00, -0.01], [0.02, 0.01, 0.01], [0.00, 0.01, 0.00], [0.02, -0.01, 0.03], [-0.01, 0.02, -0.32], [0.00, 0.01, 0.01], [-0.01, 0.01, -0.01], [-0.05, 0.20, -0.27], [0.07, 0.00, -0.01], [0.00, -0.02, 0.01], [0.03, -0.08, 0.03], [-0.04, 0.04, 0.00], [0.01, 0.00, 0.00], [0.00, -0.01, 0.01], [0.01, 0.00, 0.00], [0.00, 0.01, 0.01], [0.03, -0.09, -0.04], [0.06, 0.07, 0.00], [0.06, -0.01, 0.04], [0.00, 0.00, 0.01], [-0.01, 0.00, -0.01], [-0.09, 0.07, 0.37], [0.01, -0.06, 0.06], [0.00, -0.02, 0.00], [0.00, 0.01, 0.05], [-0.02, -0.03, 0.02], [-0.01, -0.01, -0.05], [0.00, 0.01, -0.01], [-0.03, -0.01, 0.05], [0.00, 0.01, 0.00], [0.01, -0.02, -0.07], [0.04, 0.02, -0.10], [0.00, 0.01, 0.02], [0.00, -0.03, -0.02], [0.03, 0.03, -0.01], [0.00, 0.00, 0.01], [0.06, -0.04, 0.07], [0.01, -0.04, 0.02], [0.01, 0.01, -0.14], [0.00, -0.01, 0.00], [-0.03, 0.01, 0.01], [0.01, -0.01, -0.01], [-0.02, 0.00, -0.05], [0.00, 0.01, 0.00], [-0.01, 0.00, 0.01], [0.00, 0.03, -0.03], [0.00, 0.00, 0.00]]
}